Molecular formula: C10H14Cl2Si
Method: DFT, the ωB97M-V functional and the def2-TZVPD basis

```
! RIJCOSX wB97M-V def2-TZVPD def2/J DEFGRID3
* xyz 0 1
C 0.945 -1.211 -3.160
C 1.822 -0.565 -2.243
C 0.168 -2.178 -2.652
C 1.572 -0.574 -0.907
C 0.233 -2.496 -1.199
C 0.325 -1.145 -0.498
C 0.134 0.383 2.977
C -2.354 1.890 1.627
C 0.322 2.453 0.370
C -0.665 -0.537 0.204
Si -0.636 1.154 1.378
Cl 1.576 -3.839 -1.459
Cl -2.028 -1.531 0.687
H 0.853 -1.035 -4.271
H 2.644 0.054 -2.405
H -0.660 -2.660 -3.232
H 2.050 0.095 -0.243
H -0.658 -3.005 -0.792
H 1.250 0.139 2.800
H -0.041 0.887 3.986
H -0.170 -0.648 3.072
H -2.874 1.707 0.729
H -2.823 1.329 2.471
H -2.421 2.919 2.039
H 0.164 2.699 -0.686
H -0.080 3.342 0.820
H 1.353 2.371 0.588
*
```

Calculated values
E_LUMO, Ha: -0.009
Maximum force, eV/A: 2.8
Gap between HOMO and LUMO, eV: 8.070
HOMO, Eh: -0.3052
SMILES: C[Si](C)(C)/C(Cl)=C1\C=CC=C[C@H]1Cl